[1]
C2H6N4O2 | ωB97M-V/def2-TZVPD

Cartesian coordinates (Å):
1 C 0.699 -0.296 -0.491
2 C -1.839 -0.471 -0.424
3 H 2.578 -0.865 1.341
4 H 2.383 0.893 1.853
5 H 2.600 0.212 -0.824
6 H -0.131 0.733 1.903
7 H -1.744 0.895 0.946
8 H -1.978 -1.121 -1.515
9 N 2.115 0.185 1.058
10 N 1.890 0.521 -0.251
11 N -0.495 -0.142 0.189
12 N -0.701 0.929 0.987
13 O 0.688 -1.001 -1.476
14 O -2.754 0.176 -0.036

Output
- LUMO energy: 0.64 eV
- Gap between HOMO and LUMO: 9.221 eV
- DFT total energy: -449.165652 Eh
- Molecular weight: 118.10 g mol⁻¹
- 2S+1: 1

[2]
C9H21N3O3Sn | ωB97M-V/def2-TZVPD

Cartesian coordinates (Å):
1 Sn 2.631 1.322 0.095
2 C -0.651 0.273 -3.647
3 C 0.367 -0.409 -2.784
4 O 0.936 0.196 -1.858
5 N 0.390 -1.733 -2.932
6 C 1.249 -2.642 -2.200
7 H -1.679 0.115 -3.315
8 H -0.647 -0.079 -4.679
9 H -0.513 1.352 -3.640
10 H -0.311 -2.152 -3.523
11 H 2.087 -2.087 -1.788
12 H 1.626 -3.321 -2.967
13 H 0.732 -3.242 -1.452
14 C -0.079 -0.651 2.879
15 C 0.828 -1.595 2.118
16 O 1.662 -1.109 1.326
17 N 0.740 -2.879 2.429
18 C 1.533 -3.915 1.753
19 H -0.742 -1.258 3.492
20 H -0.605 -0.070 2.122
21 H 0.463 0.081 3.475
22 H -0.027 -3.170 3.013
23 H 0.866 -4.776 1.728
24 H 2.362 -4.209 2.393
25 H 1.789 -3.562 0.760
26 C -1.291 2.954 2.443
27 C -0.883 2.883 0.998
28 O -0.058 2.018 0.646
29 N -1.668 3.538 0.124
30 C -1.248 3.718 -1.241
31 H -2.359 2.855 2.650
32 H -0.944 3.817 3.015
33 H -0.939 2.119 3.050
34 H -2.202 4.284 0.545
35 H -0.210 3.475 -1.463
36 H -1.390 4.737 -1.602
37 H -1.816 3.122 -1.959

Output
- LUMO energy: -9.23 eV
- Gap between HOMO and LUMO: 6.709 eV
- DFT total energy: -959.246723 Eh
- Net charge: +2
- Molecular weight: 338.00 g mol⁻¹
- 2S+1: 1

[3]
C24H34N5O2PdSi2 | ωB97M-V/def2-TZVPD

Cartesian coordinates (Å):
1 Pd -0.370 0.229 -0.272
2 C 1.764 0.362 -3.311
3 Si 1.532 -1.308 -2.482
4 C 2.920 -1.666 -1.265
5 C 1.546 -2.649 -3.787
6 C -0.101 -1.343 -1.530
7 C -0.061 -2.312 -0.399
8 C 0.064 -3.690 -0.326
9 C 0.166 -4.267 0.931
10 C 0.156 -3.472 2.072
11 C 0.023 -2.104 1.926
12 N -0.099 -1.563 0.718
13 Si -1.762 -0.949 -2.322
14 C -3.149 -1.379 -1.137
15 C -1.619 0.935 -2.517
16 C -2.101 -1.835 -3.928
17 H 2.823 0.522 -3.528
18 H 1.420 1.199 -2.701
19 H 1.235 0.401 -4.266
20 H 3.884 -1.376 -1.690
21 H 2.971 -2.735 -1.047
22 H 2.785 -1.143 -0.317
23 H 2.513 -2.674 -4.295
24 H 0.779 -2.493 -4.546
25 H 1.387 -3.637 -3.347
26 H 0.086 -4.287 -1.228
27 H 0.264 -5.340 1.026
28 H 0.247 -3.906 3.057
29 H 0.019 -1.435 2.775
30 H -3.122 -0.816 -0.204
31 H -3.124 -2.444 -0.890
32 H -4.112 -1.187 -1.619
33 H -1.187 1.489 -1.645
34 H -2.605 1.387 -2.643
35 H -0.996 1.209 -3.368
36 H -2.005 -2.912 -3.769
37 H -1.429 -1.555 -4.740
38 H -3.124 -1.642 -4.257
39 N 4.845 1.692 -0.283
40 C 4.341 1.460 1.068
41 C 2.835 1.219 1.043
42 O 2.213 0.790 1.980
43 O 2.271 1.503 -0.133
44 H 5.511 2.450 -0.323
45 H 3.033 1.764 -0.709
46 H 5.285 0.867 -0.668
47 H 4.498 2.343 1.689
48 H 4.807 0.621 1.586
49 N 1.187 3.535 9.645
50 C 0.922 3.421 8.533
51 C 0.593 3.274 7.140
52 C 1.302 2.368 6.356
53 C 0.992 2.229 5.014
54 C -0.037 2.988 4.476
55 C -0.751 3.891 5.248
56 C -0.429 4.040 6.585
57 N -0.355 2.827 3.095
58 C -0.425 3.818 2.139
59 C -0.649 3.183 0.961
60 N -0.736 1.824 1.181
61 C -0.549 1.653 2.469
62 H 2.099 1.787 6.798
63 H 1.553 1.557 4.375
64 H -1.559 4.462 4.809
65 H -0.974 4.738 7.205
66 H -0.298 4.857 2.387
67 H -0.762 3.611 -0.020
68 H -0.538 0.711 2.988

Output
- LUMO energy: -2.99 eV
- Gap between HOMO and LUMO: 8.575 eV
- DFT total energy: -2065.952922 Eh
- Net charge: +1
- Molecular weight: 587.16 g mol⁻¹
- 2S+1: 1

[4]
C2H7N2O2 | ωB97M-V/def2-TZVPD

Cartesian coordinates (Å):
1 C -0.927 -0.184 2.811
2 C -0.771 2.245 -0.335
3 N 0.169 -0.194 0.785
4 N 0.153 -0.591 2.043
5 O 0.854 -1.486 2.416
6 O -0.600 3.087 -1.046
7 H -1.474 0.720 2.462
8 H -0.611 -0.112 3.935
9 H -1.628 -1.042 2.894
10 H -2.460 4.073 3.208
11 H -3.103 4.500 3.201
12 H -0.353 0.667 0.515
13 H 0.846 -0.575 0.120

Output
- LUMO energy: -6.18 eV
- Gap between HOMO and LUMO: 10.929 eV
- DFT total energy: -339.977822 Eh
- Net charge: +1
- Molecular weight: 91.09 g mol⁻¹
- 2S+1: 1

[5]
C5H15N3 | ωB97M-V/def2-TZVPD

Cartesian coordinates (Å):
1 N 2.546 1.948 0.461
2 C 1.856 0.751 -0.043
3 C 0.846 0.268 1.030
4 N -0.134 -0.731 0.793
5 C 0.205 -2.161 0.595
6 C -1.480 -0.502 0.336
7 C -1.445 -0.229 -1.185
8 N -2.569 0.579 -1.684
9 H 2.355 2.875 0.148
10 H 3.490 1.718 0.755
11 H 2.775 0.054 -0.206
12 H 1.540 0.917 -1.043
13 H 0.515 1.315 1.342
14 H 1.335 0.077 1.962
15 H 0.712 -2.609 1.488
16 H 0.903 -2.218 -0.258
17 H -0.792 -2.681 0.301
18 H -1.840 0.426 0.938
19 H -2.212 -1.258 0.584
20 H -0.562 0.266 -1.612
21 H -1.236 -1.168 -1.725
22 H -3.449 0.106 -1.461
23 H -2.448 0.873 -2.661

Output
- LUMO energy (alpha / beta): 3.95 / 3.91 eV
- Gap between HOMO and LUMO (alpha / beta): 2.550 / 8.134 eV
- DFT total energy: -363.626667 Eh
- Net charge: -1
- Molecular weight: 117.20 g mol⁻¹
- Expectation value of S²: 0.75
- 2S+1: 2

[6]
C10H9N2O3 | ωB97M-V/def2-TZVPD

Cartesian coordinates (Å):
1 C -0.786 2.743 -1.565
2 C 0.968 0.392 1.487
3 C -0.535 -0.841 0.016
4 C 1.805 -0.618 1.408
5 C 0.318 -1.912 -0.067
6 C -0.239 0.317 0.818
7 C 1.601 -1.769 0.613
8 C -0.148 0.556 -2.504
9 C 0.148 1.773 -1.818
10 C -1.214 1.412 0.859
11 N -1.590 3.559 -1.345
12 N -2.451 1.220 0.609
13 O -1.395 0.528 -3.147
14 O 0.600 -0.384 -2.573
15 O 2.371 -2.900 0.620
16 H 1.233 1.133 2.264
17 H -1.322 -0.729 -0.741
18 H 2.799 -0.566 1.870
19 H 0.186 -2.780 -0.630
20 H 1.159 2.058 -1.666
21 H -0.853 2.315 1.386
22 H -3.057 1.939 0.762
23 H -1.642 1.418 -3.115
24 H 1.853 -3.545 0.266

Output
- LUMO energy: 3.15 eV
- Gap between HOMO and LUMO: 6.590 eV
- DFT total energy: -721.693246 Eh
- Net charge: -1
- Molecular weight: 205.19 g mol⁻¹
- 2S+1: 1

[7]
C3H7N3 | ωB97M-V/def2-TZVPD

Cartesian coordinates (Å):
1 C 0.261 2.380 -1.767
2 C 0.677 1.148 -0.996
3 C -0.682 -1.356 1.050
4 H -0.150 3.046 -0.974
5 H -0.523 2.131 -2.469
6 H 1.063 2.879 -2.402
7 H 1.707 0.955 -0.923
8 H 1.244 -0.988 0.440
9 H -1.685 -0.899 0.969
10 H -1.287 -3.052 1.848
11 N -0.110 0.511 -0.238
12 N 0.298 -0.463 0.668
13 N -0.460 -2.491 1.540

Output
- LUMO energy: 1.09 eV
- Gap between HOMO and LUMO: 10.089 eV
- DFT total energy: -282.710638 Eh
- Molecular weight: 85.11 g mol⁻¹
- 2S+1: 1

[8]
C10H8O2S2 | ωB97M-V/def2-TZVPD

Cartesian coordinates (Å):
1 C -0.618 -2.289 -0.431
2 C -0.898 -1.122 -1.015
3 C 0.319 -2.358 0.654
4 C -0.295 0.174 -0.577
5 C 1.042 -1.280 1.012
6 C 0.898 -0.008 0.357
7 C -1.107 2.443 0.014
8 C 0.089 3.091 -0.117
9 C -1.358 1.075 0.060
10 C 1.863 0.934 0.515
11 O -3.844 1.623 0.643
12 O -3.287 -0.769 0.352
13 S 1.738 2.586 -0.023
14 S -3.058 0.611 -0.039
15 H -1.095 -3.198 -0.759
16 H -1.604 -1.056 -1.829
17 H 0.454 -3.301 1.160
18 H 0.082 0.700 -1.470
19 H 1.781 -1.349 1.797
20 H -1.980 3.075 0.133
21 H 0.085 4.168 -0.190
22 H 2.774 0.750 1.057

Output
- LUMO energy (alpha / beta): -1.65 / -1.56 eV
- Gap between HOMO and LUMO (alpha / beta): 6.586 / 6.240 eV
- DFT total energy: -1332.568710 Eh
- Molecular weight: 224.31 g mol⁻¹
- 2S+1: 1

[9]
C2H10N2 | ωB97M-V/def2-TZVPD

Cartesian coordinates (Å):
1 C -3.390 0.491 0.332
2 C 3.034 0.667 -0.326
3 H -1.667 -0.639 -0.128
4 H -3.171 -1.328 -0.689
5 H -4.449 0.636 -0.029
6 H -3.240 0.287 1.440
7 H -2.705 1.428 0.139
8 H 3.323 -1.208 -0.316
9 H 3.517 -0.823 1.122
10 H 3.048 1.423 0.336
11 H 3.966 0.524 -0.944
12 H 2.176 0.731 -0.947
13 N -2.587 -0.566 -0.457
14 N 2.778 -0.574 0.454

Output
- LUMO energy: 0.99 eV
- Gap between HOMO and LUMO: 9.667 eV
- DFT total energy: -191.618081 Eh
- Molecular weight: 62.12 g mol⁻¹
- 2S+1: 1

[10]
C5H10O | ωB97M-V/def2-TZVPD

Cartesian coordinates (Å):
1 C -1.433 -1.034 -0.494
2 C -1.078 0.327 -1.062
3 C 0.071 -0.442 -0.588
4 C 1.645 1.117 0.654
5 C 0.765 -0.139 0.723
6 O -0.315 -0.116 1.623
7 H -0.884 -0.840 1.098
8 H -2.349 -0.893 0.103
9 H -1.513 -1.930 -1.090
10 H -1.265 0.485 -2.108
11 H -1.385 1.111 -0.368
12 H 0.657 -0.955 -1.352
13 H 1.064 2.015 0.424
14 H 2.164 1.276 1.604
15 H 2.420 1.005 -0.122
16 H 1.435 -0.987 0.953

Output
- LUMO energy: 1.13 eV
- Gap between HOMO and LUMO: 10.832 eV
- DFT total energy: -271.662469 Eh
- Molecular weight: 86.13 g mol⁻¹
- 2S+1: 1

[11]
C5H9LiO4Pt | ωB97M-V/def2-TZVPD

Cartesian coordinates (Å):
1 O 0.764 -2.564 0.846
2 C 1.832 -2.057 0.340
3 C 1.936 -0.803 -0.251
4 O 0.654 -0.236 -0.477
5 C 0.339 1.054 -0.014
6 C -1.150 1.248 -0.172
7 O -1.800 0.180 0.499
8 C -3.210 0.276 0.492
9 Li -0.675 -1.452 0.358
10 H 2.762 -2.660 0.379
11 H 0.856 1.839 -0.593
12 H 0.615 1.141 1.051
13 H -1.433 1.242 -1.238
14 H -1.451 2.214 0.266
15 H -3.603 -0.575 1.059
16 H -3.532 1.215 0.967
17 H -3.598 0.237 -0.538
18 Pt 3.393 0.188 0.218
19 O 4.093 0.099 -1.327
20 H 3.209 -0.586 -1.864

Output
- LUMO energy (alpha / beta): 0.04 / -0.39 eV
- Gap between HOMO and LUMO (alpha / beta): 5.866 / 6.569 eV
- DFT total energy: -623.489517 Eh
- Molecular weight: 335.14 g mol⁻¹
- Expectation value of S²: 2.02
- 2S+1: 3

[12]
C26H26N2O6 | ωB97M-V/def2-TZVPD

Cartesian coordinates (Å):
1 C -1.569 -1.479 2.165
2 H -1.119 -2.484 1.807
3 O -0.604 -0.493 1.384
4 C -0.915 0.724 1.545
5 C -1.955 1.117 2.210
6 C -2.161 2.578 2.554
7 C -1.314 3.391 2.033
8 C -0.251 3.009 0.941
9 C -0.150 1.644 0.798
10 C 1.006 1.035 -0.050
11 N 2.245 1.431 0.524
12 C 3.012 2.018 -0.416
13 O 4.328 1.983 -0.305
14 C 2.300 2.473 -1.417
15 C 1.017 1.866 -1.448
16 C -0.218 2.163 -2.001
17 O -0.151 2.936 -2.887
18 C -1.391 1.335 -1.753
19 C -2.544 1.920 -1.844
20 C -3.456 0.722 -1.308
21 C -4.828 0.430 -1.289
22 C -5.289 -0.754 -0.733
23 C -4.251 -1.778 -0.754
24 C -2.961 -1.633 -0.855
25 C -2.503 -0.216 -1.563
26 O -1.164 0.081 -1.567
27 H -2.171 -2.672 -0.980
28 H -4.556 -2.725 -0.608
29 H -6.293 -1.099 -0.597
30 H -5.464 1.199 -1.200
31 H -2.979 2.922 -2.006
32 O 2.799 3.107 -2.524
33 H 3.797 3.302 -2.133
34 C 2.756 0.280 1.565
35 H 1.884 0.039 2.187
36 H 3.503 1.199 2.242
37 C 3.554 -0.805 0.852
38 N 2.670 -1.512 0.366
39 C 1.870 -2.533 0.745
40 C 0.756 -2.974 -0.191
41 H 0.388 -4.018 0.289
42 O 1.363 -3.518 -1.206
43 C 2.188 -2.626 -2.012
44 C 3.297 -2.199 -1.046
45 H 3.804 -1.193 -1.624
46 H 4.195 -2.942 -0.827
47 H 2.834 -3.146 -2.875
48 H 1.774 -1.895 -2.319
49 H 0.212 -2.193 -0.655
50 H 1.230 -2.094 1.637
51 H 2.554 -3.363 1.023
52 H 4.425 -0.398 0.433
53 H 4.066 -1.383 1.754
54 H 0.851 -0.066 -0.129
55 H 0.571 3.578 0.664
56 H -1.272 4.682 2.194
57 H -2.922 3.000 3.050
58 H -2.758 0.657 2.928
59 H -2.629 -1.264 1.776
60 H -1.411 -1.368 3.458

Output
- LUMO energy: -0.82 eV
- Gap between HOMO and LUMO: 7.488 eV
- DFT total energy: -1566.591045 Eh
- Molecular weight: 462.50 g mol⁻¹
- 2S+1: 1

Which value of molecular weight does entry 8 give?
224.31 g mol⁻¹

Which of these has the highest DFT total energy?
C2H10N2